Molecular formula: C2HO2Sc
Method: DFT, ωB97M-V/def2-TZVPD

Summary:
- gap between HOMO and LUMO (spin up / spin down) (eV) = 7.98 / 7.98
- E (eV) = -26863.1897
- total charge = +2
- strongest force on any atom (eV/A) = 4.6
- energy above the lowest of the compared OMol25 structures with the same formula, charge and spin (eV) = 0.734
- E_LUMO (spin up / spin down) (eV) = -12.121 / -12.125

Structure (XYZ):
```
6
Properties=species:S:1:pos:R:3:nbo_charge:R:1
O 2.239 -0.949 -0.254 -0.24
C 1.463 -0.102 -0.256 0.35
C -0.921 -0.218 0.245 0.16
O -1.582 0.697 -0.284 -0.53
H -1.390 -1.226 0.273 0.29
Sc 0.191 1.797 0.277 1.97
```